No. 1
The following is a quantum chemistry calculation of a molecular structure, C17H47N2O9S2 in a non-equilibrium geometry, from the Open Molecules 2025 dataset.

Summary:
- total energy (eV) = -61470.414
- highest occupied orbital energy (eV) = -5.657
- charge = -1
- max |F| (eV/A) = 1.254

```
77
Properties=species:S:1:pos:R:3:forces:R:3
C 4.738 -0.041 -4.664 0.462 -0.052 0.116
S 3.305 0.802 -5.316 0.146 0.680 0.254
O 3.644 2.211 -5.307 -0.069 -0.064 0.162
O 3.024 0.255 -6.625 -0.268 -0.260 -0.126
N 2.176 0.565 -4.203 -0.106 -0.305 -0.661
S 1.288 -0.753 -4.288 0.200 -0.222 1.218
O 0.748 -1.001 -2.959 -0.274 0.301 0.049
O 1.941 -1.905 -4.868 0.066 -0.034 -0.462
C -0.137 -0.356 -5.298 -0.207 0.655 -0.025
N -0.686 0.948 -4.900 -0.323 -0.352 -0.377
H 4.475 -0.550 -3.744 -0.132 -0.164 -0.096
H 5.492 0.704 -4.424 -0.036 0.128 -0.040
H 5.137 -0.736 -5.397 -0.160 -0.094 -0.066
H -0.873 -1.129 -5.091 0.132 -0.247 -0.040
H 0.167 -0.377 -6.343 0.169 -0.183 -0.008
H -0.483 1.632 -5.615 0.274 0.127 0.126
H -1.695 0.871 -4.882 -0.052 0.024 0.149
C -3.048 -2.599 -0.497 -0.206 -0.004 -0.077
C -2.381 -3.279 -1.683 0.332 0.207 0.197
C -1.052 -3.904 -1.283 0.003 -0.128 -0.046
O -2.182 -2.351 -2.740 -0.304 0.077 -0.078
H -2.405 -1.801 -0.121 0.065 -0.045 0.027
H -3.996 -2.147 -0.796 0.005 -0.023 -0.033
H -3.230 -3.299 0.318 0.043 0.022 0.039
H -3.042 -4.050 -2.085 -0.025 0.026 -0.057
H -0.366 -3.133 -0.928 -0.015 0.019 0.015
H -0.584 -4.384 -2.142 -0.007 0.009 -0.015
H -1.186 -4.644 -0.489 -0.006 0.024 0.019
H -1.574 -1.665 -2.431 0.281 -0.110 -0.201
C -2.533 -3.486 4.763 -0.092 0.017 -0.032
C -1.880 -4.157 3.563 0.164 0.147 0.226
C -0.562 -4.816 3.940 0.019 -0.063 -0.102
O -1.683 -3.213 2.515 -0.084 -0.160 -0.085
H -1.885 -2.696 5.153 0.032 -0.021 0.009
H -3.477 -3.023 4.473 -0.010 -0.023 -0.011
H -2.726 -4.204 5.562 0.013 -0.003 0.003
H -2.557 -4.907 3.151 -0.011 0.018 -0.067
H 0.141 -4.067 4.312 -0.027 0.009 0.054
H -0.111 -5.292 3.069 -0.019 -0.009 -0.007
H -0.702 -5.570 4.716 -0.001 0.009 0.013
H -1.089 -2.532 2.848 -0.014 0.062 0.075
C 5.104 0.501 0.319 -0.081 0.067 -0.033
C 5.781 0.012 -0.951 0.115 0.061 0.220
C 6.961 -0.900 -0.647 0.028 -0.022 -0.103
O 6.198 1.117 -1.748 -0.018 -0.087 -0.116
H 5.808 1.083 0.924 0.032 -0.049 0.021
H 4.261 1.146 0.072 -0.018 -0.028 -0.025
H 4.741 -0.333 0.922 0.008 -0.005 0.001
H 5.054 -0.524 -1.560 -0.017 0.040 -0.049
H 7.719 -0.360 -0.072 -0.030 -0.001 0.053
H 7.425 -1.242 -1.572 -0.026 -0.010 -0.011
H 6.649 -1.772 -0.070 -0.004 0.005 0.009
H 6.839 1.625 -1.242 0.012 0.032 0.040
C -3.247 0.109 2.527 -0.005 -0.053 0.091
C -2.124 0.941 3.126 -0.010 -0.019 -0.327
C -1.587 1.949 2.125 0.079 0.061 0.029
O -1.061 0.097 3.589 -0.124 -0.086 0.146
H -2.879 -0.463 1.673 -0.007 0.025 -0.038
H -3.637 -0.605 3.252 0.007 0.028 0.027
H -4.061 0.749 2.183 0.000 0.007 -0.001
H -2.492 1.464 4.011 0.089 -0.044 0.086
H -1.174 1.434 1.252 -0.056 -0.024 -0.020
H -0.782 2.538 2.568 -0.011 -0.006 0.025
H -2.373 2.625 1.790 -0.008 0.004 -0.006
H -0.704 -0.336 2.806 0.120 0.098 -0.069
C -1.892 5.869 2.956 0.032 -0.106 0.007
C -2.806 5.699 1.752 -0.048 0.178 0.210
C -3.509 6.999 1.394 -0.064 -0.044 -0.095
O -3.760 4.666 1.993 0.013 -0.059 -0.122
H -2.474 6.170 3.833 -0.008 0.059 -0.018
H -1.395 4.929 3.193 0.012 -0.002 -0.025
H -1.131 6.629 2.772 -0.005 0.011 0.000
H -2.221 5.356 0.898 -0.023 -0.069 -0.014
H -4.136 7.332 2.226 0.047 0.021 0.035
H -4.155 6.857 0.527 0.021 -0.008 -0.016
H -2.792 7.789 1.168 0.007 0.004 0.012
H -4.300 4.928 2.745 -0.017 0.024 0.037
```
Forces are in eV/Å.



No. 2
The following is a quantum chemistry calculation of a molecular structure, C17H47N2O9Zn in a non-equilibrium geometry, from the Open Molecules 2025 dataset.

Summary:
- total energy (eV) = -88199.853
- highest occupied orbital energy (eV) = -11.486
- charge = +1
- relative energy (zero: lowest compared OMol25 entry of this formula, charge and spin) (kJ/mol) = 891.5
- max |F| (eV/A) = 3.569

```
76
Properties=species:S:1:pos:R:3:forces:R:3
Zn 2.869 1.964 -0.022 -0.361 -0.767 0.060
O -1.541 -0.210 -2.183 1.058 0.196 2.429
C -0.672 0.399 -1.335 0.104 -0.191 -3.562
O -0.381 1.589 -1.533 -0.336 1.117 0.615
O 0.165 -0.168 -0.617 0.498 -0.835 1.387
H -1.848 0.565 -2.659 -0.754 0.212 -0.769
C -0.858 3.957 5.127 -0.229 0.368 -0.592
C -0.712 4.322 3.636 -0.743 1.882 0.737
C -0.927 5.844 3.356 0.251 0.355 1.282
O 0.605 3.965 3.275 0.448 -0.576 -0.986
H -0.110 4.490 5.714 0.396 -0.183 -0.120
H -0.701 2.879 5.155 -0.099 0.077 0.547
H -1.788 4.269 5.603 -0.321 -0.346 -0.355
H -1.428 3.763 3.033 0.326 -0.289 -0.081
H -1.870 6.295 3.666 -0.728 -0.770 -0.566
H -0.631 6.249 2.389 -0.143 -0.551 -0.174
H -0.359 6.414 4.091 0.936 -0.146 0.082
H 1.206 4.582 3.699 -0.009 0.131 0.140
C -2.303 -7.582 -2.663 0.648 -0.038 -0.576
C -1.006 -6.737 -2.727 -0.537 0.048 1.449
C -0.658 -5.979 -1.402 -0.482 0.609 -0.505
O 0.089 -7.630 -3.018 -0.567 0.773 -0.088
H -2.294 -8.199 -3.562 0.123 -0.235 0.045
H -3.264 -7.072 -2.734 0.209 0.452 0.497
H -2.257 -8.245 -1.799 -0.233 0.018 0.071
H -1.120 -5.994 -3.516 0.432 -0.202 -0.219
H 0.277 -5.432 -1.518 0.390 -0.535 0.038
H -0.680 -6.580 -0.493 0.398 -0.507 -0.222
H -1.321 -5.160 -1.124 -0.678 -0.048 -0.485
H 0.218 -8.084 -2.183 0.293 -0.329 -0.001
C 4.431 -2.118 2.764 0.072 -0.400 0.093
C 3.993 -0.900 3.534 -1.555 -1.816 1.018
C 4.081 -1.116 5.117 -0.353 -0.889 0.438
O 3.279 -2.205 5.732 0.779 0.843 -1.535
C 3.689 -3.555 5.432 -0.523 0.394 0.321
N 4.658 0.266 2.998 0.163 0.579 1.033
H 3.771 -2.976 2.899 0.106 0.232 0.171
H 5.415 -2.382 3.150 0.267 -0.296 -0.560
H 4.404 -1.926 1.692 0.447 0.140 -0.011
H 2.913 -0.855 3.391 -0.176 0.661 -0.189
H 3.719 -0.220 5.621 -0.227 0.033 -0.118
H 5.097 -1.252 5.489 0.423 -0.114 -0.406
H 4.772 -3.672 5.485 0.069 0.025 -0.141
H 3.282 -3.908 4.485 0.256 0.148 -0.112
H 3.228 -4.214 6.168 0.097 0.294 0.302
H 5.654 0.096 3.018 0.487 -0.441 -0.660
H 4.636 0.963 3.729 -0.581 0.807 0.032
C -3.621 6.426 -5.347 -0.715 -0.252 -0.148
C -3.318 5.003 -4.800 -0.839 0.693 -0.238
C -4.229 3.910 -5.365 -1.052 -0.045 -0.132
O -4.372 2.767 -4.473 0.704 0.814 -0.102
C -5.052 1.694 -5.066 -0.452 -0.399 -0.853
N -1.939 4.724 -5.087 1.318 -1.209 0.555
H -3.395 7.247 -4.666 0.118 -0.265 0.256
H -4.661 6.552 -5.647 -0.222 -0.098 0.320
H -3.080 6.644 -6.268 0.359 -0.401 0.068
H -3.380 4.905 -3.716 -0.998 0.554 0.243
H -3.987 3.572 -6.372 0.878 -0.190 -0.021
H -5.198 4.366 -5.566 -0.486 -0.019 0.568
H -6.124 1.854 -5.177 -0.188 0.462 0.025
H -4.989 0.744 -4.536 0.512 0.340 0.609
H -4.668 1.487 -6.065 0.146 0.058 -0.233
H -1.869 3.826 -4.631 0.452 -1.241 -0.658
H -1.420 5.177 -4.348 0.507 1.161 -0.227
C -1.486 -3.233 4.003 0.803 0.276 -1.699
O -1.501 -3.142 5.378 -0.430 0.054 1.030
H -0.541 -3.607 3.609 0.125 -0.951 0.147
H -2.327 -3.818 3.631 0.145 -0.137 0.317
H -1.488 -2.297 3.445 -0.658 0.750 0.367
H -0.736 -2.668 5.712 0.049 0.013 -0.159
C 4.015 -0.173 -4.055 -0.084 0.604 -1.580
O 4.501 0.213 -2.802 0.133 0.076 0.947
H 4.549 0.388 -4.822 0.259 -0.088 -0.267
H 4.171 -1.232 -4.262 -0.424 -0.081 0.133
H 2.994 0.175 -4.212 -0.184 -0.516 0.490
H 5.435 -0.004 -2.856 0.182 0.147 0.489
```
Forces are in eV/Å.



No. 3
The following is a quantum chemistry calculation of 6 unconnected molecules or ions with the total composition C17H47NO7 in a non-equilibrium geometry, from the Open Molecules 2025 dataset.

Summary:
- SMILES = COCCNCCOC.CC(C)O.CC(C)O.CC(C)O.CO.CO
- total energy (eV) = -34210.628
- highest occupied orbital energy (eV) = -8.957
- relative energy (zero: lowest compared OMol25 entry of this formula, charge and spin) (kJ/mol) = 66.4
- max |F| (eV/A) = 2.472

```
72
Properties=species:S:1:pos:R:3:forces:R:3
C 1.304 -3.513 5.153 -0.003 1.813 0.746
O 2.092 -4.587 5.618 -0.204 -0.186 -0.583
H 1.932 -2.632 4.977 0.449 -0.413 -0.022
H 0.727 -3.585 4.227 0.000 -0.887 0.084
H 0.669 -3.146 5.969 -0.377 -0.248 -0.231
H 1.482 -5.260 5.934 0.135 -0.073 -0.009
C -2.994 -4.006 -1.048 -0.902 0.220 -0.052
O -4.281 -3.604 -1.594 0.843 -0.403 0.475
H -2.226 -3.523 -1.647 0.087 -0.040 0.151
H -2.966 -3.679 -0.005 0.454 0.052 -0.113
H -2.872 -5.093 -1.075 -0.004 0.070 -0.136
H -4.877 -3.665 -0.845 -0.352 0.115 -0.231
C 1.721 1.106 3.677 -0.324 0.110 0.076
O 2.056 1.661 2.429 0.217 -0.150 -0.045
C 3.250 1.171 1.854 0.164 -0.416 0.269
C 3.185 1.335 0.352 0.376 -0.785 -0.874
N 3.733 2.589 -0.163 -1.043 -0.091 0.364
C 3.536 2.734 -1.600 1.641 -0.137 -0.165
C 2.139 2.733 -2.162 0.021 -0.425 0.473
O 1.528 1.442 -2.201 0.467 0.313 0.011
C 1.850 0.740 -3.382 -0.853 -0.106 -0.436
H 1.469 0.040 3.627 0.094 0.085 -0.234
H 0.823 1.653 3.964 0.063 -0.147 0.352
H 2.502 1.211 4.438 0.074 0.260 -0.081
H 3.424 0.104 2.061 -0.565 -0.095 0.079
H 4.102 1.640 2.366 0.131 0.369 -0.465
H 2.178 1.121 -0.014 -0.160 0.756 0.409
H 3.689 0.490 -0.166 0.384 -0.014 0.464
H 4.726 2.523 0.023 0.060 0.416 -0.110
H 4.147 1.976 -2.127 -0.321 -0.178 -0.166
H 4.019 3.671 -1.897 -0.206 0.143 0.075
H 2.236 3.118 -3.179 -0.386 0.276 -0.015
H 1.512 3.360 -1.527 -0.130 0.137 -0.222
H 1.170 1.062 -4.187 0.195 0.025 -0.003
H 1.635 -0.316 -3.212 0.245 0.031 0.069
H 2.875 0.882 -3.735 0.065 -0.078 0.280
C -2.508 3.100 2.403 -0.145 0.102 1.065
C -1.530 3.710 1.461 0.402 -0.115 -2.184
C -0.311 4.327 2.095 0.644 -0.014 1.172
O -1.164 2.670 0.487 0.079 -0.063 0.615
H -2.771 3.834 3.171 -0.162 0.053 -0.180
H -2.059 2.277 2.967 0.063 -0.133 -0.264
H -3.420 2.752 1.924 0.061 -0.016 -0.134
H -1.991 4.429 0.771 -0.349 0.407 0.796
H -0.580 4.978 2.934 -0.287 0.257 -0.310
H 0.328 4.899 1.422 -0.214 -0.023 -0.223
H 0.348 3.606 2.591 -0.198 -0.343 -0.423
H -0.672 3.086 -0.226 0.074 -0.080 0.011
C 0.293 -1.694 1.862 -0.003 -0.356 -0.305
C -0.015 -0.444 1.060 -0.503 -0.005 0.037
C -0.184 -0.717 -0.429 0.381 0.004 -0.038
O -1.253 0.050 1.572 -0.119 0.090 0.077
H 0.238 -1.461 2.924 0.084 -0.119 -0.005
H 1.265 -2.119 1.603 0.146 0.219 0.139
H -0.424 -2.492 1.648 -0.207 0.161 0.032
H 0.761 0.299 1.263 -0.073 -0.049 -0.239
H 0.765 -0.973 -0.908 -0.013 -0.229 0.080
H -0.546 0.157 -0.972 -0.087 0.096 0.179
H -0.906 -1.526 -0.548 0.029 -0.060 -0.115
H -1.428 0.892 1.118 0.153 -0.123 0.103
C -2.281 -1.014 -3.913 0.666 0.386 -1.441
C -3.189 -1.873 -4.794 -1.095 -1.086 1.932
C -2.604 -3.248 -5.062 -0.093 -0.862 0.208
O -4.409 -2.074 -4.028 0.205 0.243 -0.375
H -2.660 -0.004 -3.770 -0.112 -0.023 -0.059
H -1.307 -0.951 -4.416 0.047 0.220 0.222
H -2.099 -1.444 -2.929 -0.218 -0.308 -0.039
H -3.556 -1.489 -5.745 0.433 0.678 0.129
H -3.395 -3.927 -5.395 -0.008 0.341 -0.532
H -2.305 -3.773 -4.146 0.370 0.507 0.125
H -1.773 -3.256 -5.769 -0.016 0.041 0.007
H -4.154 -2.340 -3.129 -0.269 -0.113 -0.246
```
Forces are in eV/Å.



What is the formula in the second record?
C17H47N2O9Zn



Which value of total energy does entry 1 give?
-61470.414 eV



Look up the highest occupied orbital energy of the first one.
-5.657 eV



The highest highest occupied orbital energy belongs to which entry?
C17H47N2O9S2